Record 1
127
Properties=species:S:1:pos:R:3:lowdin_spin:R:1 method="wB97M-V/def2-TZVPD" largest_force_ev_per_a=2.7 multiplicity=3 gap_ev="5.73 / 5.94" total_charge=0
Pt 11.1174 14.0636 11.9012 1.415
O 12.9051 13.3002 12.5985 0.131
H 13.3910 12.5887 12.1517 0.009
C 10.8432 18.9336 13.2856 0.002
C 10.6540 17.4410 13.7126 0.002
C 9.5969 17.3661 14.8246 0.000
C 8.1643 17.5846 14.3096 0.000
C 7.8809 16.5559 13.2052 0.000
C 8.8725 16.5568 12.0170 0.002
N 10.2626 16.5049 12.6296 0.025
O 11.3061 16.2779 11.6943 0.163
C 8.5804 17.7984 11.1383 0.001
C 8.5158 15.3025 11.1388 0.020
C 11.9679 16.9794 14.3769 -0.001
H 11.0089 19.5375 14.1857 0.000
H 9.9689 19.3342 12.7803 0.000
H 11.7092 19.0299 12.6223 0.001
H 9.8497 18.1082 15.5949 0.000
H 9.6279 16.3624 15.2702 0.000
H 7.9887 18.6136 13.9934 0.000
H 7.4459 17.4000 15.1284 0.000
H 6.8678 16.6615 12.8027 0.000
H 7.9269 15.5686 13.6837 0.000
H 8.3844 18.6712 11.7588 0.000
H 7.6818 17.6278 10.5338 0.000
H 9.4295 18.0128 10.4840 0.001
H 8.4859 14.3891 11.7435 0.005
H 9.2243 15.1504 10.3239 0.004
H 7.5352 15.4895 10.6750 0.003
H 12.7998 17.0141 13.6714 0.000
H 11.8463 15.9517 14.7316 0.000
H 12.1990 17.6415 15.2176 0.000
C 13.3113 11.0792 6.7620 0.000
C 14.1349 9.8280 7.1211 0.000
O 14.1098 9.6766 8.5325 0.000
C 15.0851 8.8029 9.0744 0.000
C 14.9608 8.9779 10.5736 0.000
H 13.3197 11.2782 5.6921 0.000
H 12.2690 10.9632 7.0628 0.000
H 13.7263 11.9374 7.2928 0.000
H 13.7175 8.9258 6.6355 0.000
H 15.1730 9.9502 6.7802 0.000
H 14.8774 7.7540 8.8017 0.000
H 16.0932 9.0616 8.7181 0.000
H 13.9092 8.8656 10.8410 0.000
H 15.2608 9.9792 10.8824 0.000
H 15.5500 8.2403 11.1178 0.000
C 15.5178 12.3190 15.3783 0.001
S 16.0658 14.0923 15.6626 0.000
O 17.5350 14.1364 15.3519 0.000
C 14.9686 14.8823 14.3418 0.002
H 15.5793 12.1061 14.3105 0.001
H 14.4949 12.2240 15.7414 0.000
H 16.1943 11.6869 15.9629 0.000
H 13.9460 14.6942 14.6812 0.000
H 15.1024 14.4105 13.3733 0.001
H 15.2128 15.9460 14.3012 0.000
C 11.6004 10.1780 12.4198 0.004
S 10.2684 10.7279 11.2284 0.018
O 10.1599 12.2179 11.3515 0.036
C 11.0101 10.3211 9.5900 0.001
H 11.6617 9.0876 12.4200 0.000
H 11.2616 10.5896 13.3726 0.000
H 12.5338 10.6800 12.1626 0.001
H 10.2010 10.3758 8.8650 0.000
H 11.4009 9.3037 9.6100 0.000
H 11.8176 11.0269 9.3949 0.000
C 7.8391 8.1572 16.0548 0.000
S 9.2671 8.7307 15.0072 0.000
O 8.6740 9.7189 14.0253 0.000
C 10.0461 9.7460 16.2941 0.000
H 8.1710 7.4010 16.7688 0.000
H 7.1259 7.7063 15.3744 0.000
H 7.4470 9.0351 16.5667 0.000
H 10.7832 10.3829 15.8084 0.000
H 10.5574 9.0866 16.9983 0.000
H 9.2839 10.3690 16.7622 0.000
C 8.2737 13.1750 15.6106 0.013
S 9.8819 12.8602 14.6785 0.012
O 9.9292 13.9161 13.6349 0.053
C 11.0950 13.4226 15.9542 -0.001
H 7.4851 13.0800 14.8662 0.000
H 8.2888 14.1772 16.0282 0.000
H 8.1388 12.4000 16.3636 0.002
H 12.0849 13.3064 15.5107 0.000
H 10.9848 12.7910 16.8373 0.000
H 10.8951 14.4611 16.2025 0.000
C 18.1334 17.3436 12.5957 0.000
S 19.4419 16.3020 11.8065 0.000
O 20.5207 16.1323 12.8464 0.000
C 18.5836 14.6453 11.8470 0.000
H 18.1114 17.0456 13.6477 0.000
H 17.1701 17.1712 12.1130 0.000
H 18.4573 18.3764 12.4701 0.000
H 17.8274 14.5812 11.0672 0.000
H 18.1755 14.5638 12.8559 0.000
H 19.3534 13.8913 11.6642 0.000
C 14.6581 14.6524 9.8644 0.000
S 15.1444 16.4203 9.5866 0.000
O 16.6415 16.3762 9.6392 0.000
C 14.5922 17.2873 11.0859 0.000
H 15.3488 14.2401 10.6103 0.000
H 14.8412 14.1722 8.8970 0.000
H 13.6070 14.5924 10.1835 0.000
H 15.1224 18.2427 11.0653 0.000
H 14.8913 16.7339 11.9799 0.000
H 13.5086 17.4292 11.0626 0.000
C 11.3739 15.1500 7.3379 0.001
S 11.2555 13.5840 8.2700 0.015
O 11.1472 13.9429 9.7024 0.048
C 9.5264 13.2527 7.7348 0.004
H 11.2129 14.9462 6.2748 0.001
H 12.3622 15.5730 7.5041 0.000
H 10.6123 15.8136 7.7505 0.000
H 9.4588 13.3732 6.6556 0.001
H 8.8887 13.9869 8.2397 0.000
H 9.2819 12.2244 7.9831 0.000
C 12.9696 7.1336 15.2026 0.000
S 13.5023 8.8667 15.3222 0.000
O 13.7771 9.0440 16.7836 0.000
C 15.1448 8.6311 14.4641 0.000
H 12.8634 6.8291 14.1624 0.000
H 12.0248 7.0440 15.7289 0.000
H 13.7485 6.5518 15.6975 0.000
H 14.9597 8.2091 13.4751 0.000
H 15.7811 7.9752 15.0746 0.000
H 15.5626 9.6255 14.3421 0.000

Record 2
129
Properties=species:S:1:pos:R:3:lowdin_charge:R:1 method="wB97M-V/def2-TZVPD" e_above_lowest_ev=0.0000 largest_force_ev_per_a=2.5 multiplicity=1 gap_ev=9.64 total_charge=0
C -2.2318 0.6942 -4.1025 -0.073
C -3.6700 0.3013 -3.7551 -0.279
O -4.0160 1.0610 -2.6110 -0.102
H -2.1305 1.7721 -4.2304 0.077
H -1.9004 0.2209 -5.0293 0.073
H -1.5615 0.3938 -3.2951 0.056
H -3.7421 -0.7869 -3.6581 0.111
H -4.3139 0.5870 -4.5966 0.114
H -4.9209 0.8553 -2.3381 0.082
C 1.0259 4.2515 -3.9568 -0.078
C 2.2902 3.4947 -3.6293 -0.268
O 2.1531 2.1410 -4.0771 -0.108
H 0.0784 3.8330 -3.6232 0.067
H 0.9104 4.3479 -5.0461 0.078
H 1.1064 5.3021 -3.6629 0.085
H 2.4195 3.4972 -2.5485 0.094
H 3.1507 3.9561 -4.1203 0.122
H 1.8981 2.1076 -5.0032 0.103
C 3.1793 -2.8550 -0.9582 -0.058
C 3.4314 -3.7513 0.2426 -0.286
O 4.2741 -4.8410 -0.1769 -0.076
H 4.0578 -2.5290 -1.5061 0.074
H 2.5879 -2.0300 -0.5469 0.068
H 2.5093 -3.3626 -1.6557 0.043
H 2.5181 -4.1392 0.6933 0.089
H 3.9202 -3.1948 1.0482 0.086
H 4.6642 -5.1985 0.6279 0.077
C -0.6004 4.0332 -0.5915 -0.061
C -1.3786 2.8396 -1.1220 -0.322
O -2.5810 3.3268 -1.6977 -0.074
H 0.3579 3.6911 -0.1886 0.047
H -1.0955 4.5446 0.2322 0.083
H -0.3812 4.7031 -1.4226 0.064
H -1.6052 2.1641 -0.2918 0.089
H -0.7062 2.3482 -1.8350 0.083
H -3.0395 2.5339 -2.0344 0.035
C 3.2664 4.7151 0.2446 -0.072
C 3.5427 3.6300 1.3011 -0.285
O 2.3258 2.9508 1.6220 -0.115
H 2.9197 5.6177 0.7407 0.076
H 2.5452 4.3708 -0.4941 0.037
H 4.1967 4.8834 -0.3088 0.072
H 3.8911 4.0992 2.2184 0.112
H 4.2747 2.9196 0.9033 0.099
H 2.1404 2.3680 0.8618 0.024
C -1.6192 -2.4634 2.8145 -0.121
C -2.6968 -2.3943 3.8768 -0.271
O -2.4627 -1.2700 4.7422 -0.093
H -1.5163 -1.4998 2.3301 0.057
H -1.8599 -3.2629 2.1101 0.064
H -0.7053 -2.7988 3.3072 0.058
H -2.7515 -3.3351 4.4339 0.112
H -3.6993 -2.2205 3.4652 0.097
H -2.5653 -1.5788 5.6456 0.084
C 5.9399 0.0996 -1.4553 -0.067
C 5.1927 0.4277 -2.7388 -0.293
O 3.9127 0.9463 -2.4033 -0.118
H 5.4766 -0.7994 -1.0418 0.049
H 5.7515 0.8202 -0.6589 0.071
H 6.9939 -0.0646 -1.6619 0.078
H 5.0304 -0.4593 -3.3611 0.109
H 5.7481 1.1652 -3.3286 0.113
H 3.4447 1.3443 -3.1592 0.037
C -0.0823 -0.1360 0.0735 -0.073
C 0.8766 0.2791 -1.0239 -0.272
O 1.7230 1.3388 -0.5776 -0.101
H -0.7205 -0.9538 -0.2502 0.044
H -0.6805 0.7159 0.4130 0.045
H 0.4557 -0.4093 0.9863 0.068
H 0.2792 0.6344 -1.8734 0.085
H 1.4800 -0.5491 -1.4055 0.089
H 2.4519 1.4466 -1.2156 0.059
C 0.5150 -4.9814 2.7079 -0.052
C 0.0318 -4.0451 1.7030 -0.297
N -0.3409 -3.3237 0.8955 0.176
H 1.3340 -4.5504 3.2821 0.057
H 0.8031 -5.9067 2.2111 0.088
H -0.2227 -5.2169 3.4760 0.088
C 3.6075 -0.4876 2.1298 -0.043
C 2.7759 -1.4543 2.8642 -0.264
N 2.0963 -2.1927 3.4239 0.193
H 4.3813 -1.0071 1.5773 0.071
H 3.9611 0.2560 2.8439 0.098
H 2.9924 0.0843 1.4300 0.064
O -5.5462 -0.2186 -0.4890 -0.292
S -4.7206 0.2812 0.5883 0.643
O -4.5722 1.6937 0.8368 -0.270
O -5.1311 -0.4753 1.9835 -0.275
C -6.4653 -0.2540 2.4534 -0.261
C -7.3551 -1.4097 1.9722 -0.070
C -3.0467 -0.3720 0.3793 -0.118
H -6.9021 0.6473 2.0113 0.115
H -6.4664 -0.1281 3.5329 0.121
H -6.8168 -2.3501 2.0944 0.078
H -7.5539 -1.3225 0.9051 0.066
H -8.3054 -1.4029 2.5073 0.077
H -2.3911 0.1380 1.0802 0.050
H -2.7358 -0.0346 -0.6088 0.059
H -3.0391 -1.4535 0.4591 0.071
O 1.4003 2.9953 5.0174 -0.281
S 1.0206 1.6175 5.1675 0.600
O 1.8319 0.6868 5.9054 -0.283
O -0.4130 1.5847 5.8992 -0.250
C -1.4363 2.4714 5.4490 -0.272
C -2.7282 1.7281 5.1782 -0.073
C 0.6890 0.9201 3.5564 -0.116
H -1.0997 2.9851 4.5460 0.110
H -1.6488 3.2214 6.2116 0.122
H -2.6548 0.9777 4.3858 0.053
H -3.5624 2.3834 4.9402 0.081
H -2.9617 1.1212 6.0588 0.078
H 0.2285 1.6715 2.9171 0.069
H -0.0527 0.1332 3.6918 0.063
H 1.6176 0.5718 3.1209 0.017
O 0.2575 -4.4416 -2.1155 -0.279
S -0.8005 -3.5092 -2.4007 0.591
O -1.6904 -3.0173 -1.3847 -0.304
O -0.1760 -2.2117 -3.1248 -0.254
C 1.0362 -2.4173 -3.8512 -0.280
C 1.4235 -1.1567 -4.5668 -0.056
C -1.7855 -4.2178 -3.7254 -0.107
H 0.9917 -3.2316 -4.5826 0.124
H 1.7983 -2.6979 -3.1199 0.080
H 0.6468 -0.8696 -5.2759 0.081
H 2.4065 -1.2255 -5.0360 0.089
H 1.5960 -0.3340 -3.8658 0.051
H -2.6635 -3.6021 -3.9062 0.064
H -2.1520 -5.1902 -3.3996 0.074
H -1.1639 -4.3505 -4.6070 0.064

Record 3
121
Properties=species:S:1:pos:R:3:lowdin_charge:R:1 method="wB97M-V/def2-TZVPD" e_above_lowest_ev=0.4156 largest_force_ev_per_a=2.6 multiplicity=1 gap_ev=10.03 smiles=CC(C)O.CC(C)O.CC(C)O.CC(C)O.CC(C)O.CC(C)O.CC(C)O.OCCO.CCO.CCO.CCO total_charge=0
C 4.8921 1.2948 0.9053 -0.067
C 4.3465 2.7070 1.2468 -0.300
O 5.0110 3.7910 0.5746 -0.075
H 5.9533 1.1877 0.9960 0.062
H 4.4954 0.8958 -0.0494 0.076
H 4.4193 0.6801 1.6719 0.044
H 4.3020 2.8018 2.3138 0.075
H 3.3044 2.6471 0.9472 0.099
H 5.7418 4.0715 1.1661 0.094
C 2.7144 -1.2308 -2.9255 -0.078
C 3.0506 -1.4656 -4.3369 -0.386
O 3.7791 -0.4281 -4.9026 -0.047
H 3.6676 -1.0304 -2.4354 0.083
H 2.2974 -2.1380 -2.4914 0.077
H 2.0565 -0.3684 -2.8209 0.065
H 2.1423 -1.6555 -4.8906 0.083
H 3.6122 -2.4441 -4.3869 0.131
H 4.1238 -0.6836 -5.7606 0.088
C -1.1180 -0.0420 4.3870 -0.063
C -1.0850 -1.5624 4.3257 -0.355
O -0.8472 -2.2134 5.5453 -0.084
H -1.9944 0.2435 4.9405 0.072
H -1.1510 0.3057 3.3180 0.073
H -0.2371 0.3540 4.8911 0.061
H -0.3635 -1.9453 3.6271 0.085
H -2.0791 -1.9300 3.9563 0.120
H -1.3909 -1.8210 6.2687 0.106
C 2.8153 0.1427 5.4071 -0.196
C 2.4252 -1.0835 4.6466 -0.273
O 3.5618 -1.4055 3.8939 -0.066
O 3.0734 1.2285 4.4849 -0.100
H 3.7299 -0.1378 5.9785 0.134
H 2.0719 0.4781 6.1591 0.133
H 1.4979 -1.0043 4.0267 0.099
H 2.2438 -1.8665 5.3896 0.125
H 3.3298 -1.9619 3.1172 0.117
H 3.7671 0.8630 3.9068 0.084
C 1.0236 -5.2614 -3.8183 -0.046
C 0.3993 -4.0198 -4.4634 -0.467
C -0.5990 -4.3664 -5.5440 -0.054
O -0.2837 -3.2612 -3.4340 -0.075
H 1.8181 -5.6546 -4.4207 0.067
H 0.2499 -6.0150 -3.5905 0.083
H 1.5573 -4.9988 -2.8802 0.084
H 1.1424 -3.3655 -4.9313 0.108
H -0.1578 -5.1231 -6.2519 0.103
H -0.7787 -3.4479 -6.0557 0.056
H -1.5134 -4.7712 -5.1298 0.083
H -0.6508 -2.4930 -3.8716 0.044
C -0.5036 -0.0448 -0.6708 -0.043
C -0.2187 0.0617 0.8305 -0.436
C 1.3032 -0.0775 1.0915 -0.023
O -0.7357 1.3463 1.1886 -0.083
H -0.8024 -1.0299 -0.9109 0.045
H 0.2683 0.2530 -1.3700 0.069
H -1.4400 0.5098 -0.8320 0.077
H -0.8152 -0.7335 1.3906 0.131
H 1.6839 0.1678 2.1393 0.073
H 1.7756 0.6188 0.3714 0.086
H 1.6031 -1.0852 0.8866 0.066
H -0.2031 1.5815 1.9350 0.019
C -4.9851 -0.4017 -1.0327 -0.058
C -5.3054 -0.1682 0.4255 -0.529
C -4.1079 -0.1586 1.3553 -0.046
O -5.9799 1.0621 0.4707 -0.027
H -4.3215 0.4309 -1.3749 0.081
H -5.8513 -0.2504 -1.6557 0.073
H -4.4831 -1.3957 -1.1082 0.087
H -5.9991 -1.0262 0.6766 0.145
H -4.4718 -0.2317 2.3882 0.084
H -3.5446 0.7647 1.1836 0.081
H -3.4160 -0.9837 1.1753 0.055
H -6.0057 1.3461 1.3600 0.064
C -2.3509 -3.7070 -0.1985 -0.055
C -0.9387 -4.0949 0.1434 -0.503
C -0.7603 -5.5301 -0.2645 -0.067
O 0.1298 -3.2784 -0.3286 -0.072
H -2.6386 -2.7699 0.2200 0.034
H -3.0486 -4.4468 0.2264 0.093
H -2.4700 -3.6733 -1.2775 0.085
H -0.8049 -4.0372 1.2467 0.142
H 0.1431 -5.9592 0.2016 0.089
H -0.6985 -5.6912 -1.3367 0.065
H -1.5677 -6.1684 0.0499 0.070
H 0.0110 -3.1931 -1.3144 0.069
C -0.2618 3.9125 4.4396 -0.070
C 0.9751 3.8568 3.5716 -0.467
C 2.2154 4.2337 4.3658 -0.049
O 1.0787 2.5075 3.0854 -0.108
H -0.2730 3.2306 5.3012 0.078
H -1.1568 3.5924 3.8569 0.084
H -0.4863 4.9235 4.8317 0.084
H 0.7965 4.4225 2.6424 0.138
H 3.0827 4.0874 3.6856 0.075
H 2.2438 3.6299 5.2805 0.082
H 2.1794 5.3117 4.6464 0.094
H 1.7710 2.0176 3.5721 0.038
C -0.3046 1.3511 -5.3644 -0.036
C -0.8161 0.3365 -4.3796 -0.523
C -2.0038 0.9437 -3.6129 -0.051
O -1.1296 -0.8631 -4.9958 -0.049
H 0.1408 2.1267 -4.7530 0.088
H -1.1486 1.7077 -5.9622 0.085
H 0.4008 0.8510 -6.0261 0.082
H -0.1407 0.0122 -3.5817 0.114
H -2.7703 1.2638 -4.3668 0.095
H -1.6241 1.7719 -3.0049 0.075
H -2.5571 0.2027 -3.0358 0.060
H -1.9125 -0.7646 -5.5326 0.102
C -0.9673 5.5041 -1.8487 -0.046
C -0.9909 4.5426 -0.6623 -0.476
C -2.4849 4.2589 -0.2613 -0.048
O -0.3338 3.3825 -1.1117 -0.064
H 0.0583 5.5678 -2.1377 0.065
H -1.3814 6.4653 -1.6082 0.077
H -1.4114 4.9257 -2.6641 0.085
H -0.5472 4.8368 0.3219 0.133
H -2.6684 3.4675 0.4207 0.041
H -3.0913 4.0921 -1.1175 0.062
H -2.8762 5.0327 0.4072 0.078
H -0.4212 2.7560 -0.3828 0.047